Entry 1:
{"formula": "C7H9BaI2NOS3Sb", "method": "wB97M-V/def2-TZVPD", "molar_mass_g_mol": 732.252, "fmax_ev_per_a": 0.3, "s2": 0.762, "multiplicity": 2, "de_lowest_kcal_mol": 0.0, "lumo_ev": [-0.75, -2.04], "gap_ev": [6.73, 5.37], "homo_energy_ev": [-7.483, -7.405], "species": ["Ba", "I", "C", "I", "H", "H", "S", "Sb", "S", "S", "O", "C", "C", "C", "C", "C", "C", "N", "H", "H", "H", "H", "H", "H", "H"], "coordinates": [[0.295033, -0.192354, 2.095753], [-1.529427, -3.031228, 3.240007], [-1.480423, -4.193164, 1.464804], [-0.650339, -3.140663, -0.191714], [-2.491632, -4.474195, 1.198995], [-0.869498, -5.069653, 1.641179], [1.759056, 2.273642, 3.114813], [1.203661, 0.964720, 4.971928], [2.085322, -1.123685, 4.389386], [-1.097420, 0.618092, 4.681810], [1.781313, -1.244263, -1.641927], [1.925929, 0.118133, -1.988007], [0.651631, 0.917601, -1.821620], [0.268062, 1.847325, -2.778841], [-0.898722, 2.568158, -2.596244], [-1.656321, 2.329786, -1.460546], [-1.195605, 1.388572, -0.558226], [-0.067718, 0.696291, -0.717990], [1.708980, -1.316102, -0.684838], [2.226892, 0.135574, -3.034724], [2.730570, 0.587133, -1.409053], [0.882712, 1.990010, -3.657173], [-1.218139, 3.297192, -3.328828], [-2.580025, 2.854814, -1.266811], [-1.783901, 1.198258, 0.337856]], "atomic_forces_ev_per_a": [[-0.051, -0.043, -0.330], [-0.033, 0.010, 0.056], [-0.024, -0.048, -0.009], [-0.008, -0.008, 0.058], [0.004, 0.037, -0.004], [0.030, 0.041, -0.011], [-0.009, 0.058, 0.022], [0.092, -0.019, 0.066], [0.047, 0.002, 0.082], [-0.091, -0.038, 0.017], [-0.070, -0.039, 0.074], [0.028, 0.081, -0.031], [0.054, -0.062, -0.027], [0.022, -0.063, 0.014], [-0.041, -0.005, 0.060], [0.029, -0.027, -0.017], [-0.111, 0.100, -0.036], [0.049, 0.031, 0.115], [0.068, -0.040, -0.090], [-0.005, 0.020, 0.016], [-0.040, 0.013, 0.006], [-0.010, 0.013, -0.019], [0.010, 0.000, -0.007], [-0.001, 0.025, -0.016], [0.063, -0.039, 0.010]]}


Entry 2:
{"formula": "H4IN2P", "method": "wB97M-V/def2-TZVPD", "molar_mass_g_mol": 189.924, "fmax_ev_per_a": 2.4, "de_lowest_kcal_mol": 8.9, "lumo_ev": 0.11, "gap_ev": 8.52, "smiles": "NP(N)I", "homo_energy_ev": -8.404, "species": ["N", "P", "N", "I", "H", "H", "H", "H"], "coordinates": [[-0.124268, 1.231244, 0.270780], [-0.226246, -0.424150, 0.653538], [0.720543, -1.022166, -0.621975], [-2.711434, -0.462801, -0.184485], [0.792634, 1.691310, 0.577239], [-0.883289, 1.556197, 0.930021], [0.864933, -2.060398, -0.609170], [1.567127, -0.509236, -1.015948]], "atomic_forces_ev_per_a": [[0.614, 1.280, 1.883], [-0.051, -0.725, -1.063], [1.512, -0.673, -0.173], [0.463, -0.202, 0.140], [-1.607, -0.896, -0.429], [1.063, 0.456, -1.060], [-0.054, 1.554, 0.034], [-1.940, -0.794, 0.667]]}


Entry 3:
{"formula": "C16H31N4O12P2", "method": "wB97M-V/def2-TZVPD", "molar_mass_g_mol": 533.388, "fmax_ev_per_a": 3.3, "charge": 1, "lumo_ev": -2.57, "gap_ev": 9.53, "homo_energy_ev": -12.099, "species": ["O", "O", "O", "O", "O", "O", "O", "O", "O", "O", "O", "O", "C", "C", "C", "C", "C", "C", "N", "N", "N", "N", "C", "C", "C", "C", "C", "C", "C", "C", "C", "C", "P", "P", "H", "H", "H", "H", "H", "H", "H", "H", "H", "H", "H", "H", "H", "H", "H", "H", "H", "H", "H", "H", "H", "H", "H", "H", "H", "H", "H", "H", "H", "H", "H"], "coordinates": [[3.509744, -3.365049, -1.632207], [3.446594, 3.041910, 0.532031], [-0.955302, -3.791822, -2.134697], [-6.959857, 1.951830, 2.738401], [2.265861, 0.767888, -3.303429], [1.844308, 3.139741, 2.115186], [-7.297167, 1.604088, 0.350399], [-7.147057, 3.976744, 1.341744], [-0.163672, 1.064064, -2.903058], [1.446789, 3.034471, -3.273490], [-4.975516, 2.476467, 1.210743], [1.525004, 1.615234, -1.014839], [3.272805, -4.125270, -0.703491], [2.263241, 3.048461, 0.827894], [0.015960, -4.359933, -1.655159], [1.176037, -0.662613, 1.248667], [1.675492, -1.290679, 0.144073], [3.331906, -0.160483, 1.060717], [2.227754, 0.032224, 1.819069], [0.292224, -5.593521, -2.099205], [2.092289, -4.189466, -0.079706], [3.016265, -0.983654, 0.040622], [4.372382, -5.004365, -0.154283], [1.273551, -6.584390, -1.656277], [-4.306683, 3.280195, 2.188855], [1.236708, 2.845139, -0.316490], [-2.789980, 3.204633, 1.979486], [-0.227689, 2.735985, 0.168652], [-2.344312, 4.031868, 0.763753], [-0.815687, 4.089568, 0.599794], [0.894455, -2.110539, -0.845844], [0.801714, -3.624152, -0.537672], [-6.588659, 2.505154, 1.427329], [1.281547, 1.615598, -2.623612], [2.626912, 3.433452, 2.612419], [-7.035981, 0.726564, 0.651202], [-8.072864, 3.826024, 1.566120], [-0.129944, 0.948022, -3.860659], [2.397573, 3.018575, -3.456368], [0.142033, -0.675178, 1.575157], [4.286335, 0.346670, 1.182684], [2.151209, 0.676970, 2.599884], [-0.324968, -5.881681, -2.844967], [2.052238, -4.808692, 0.714847], [3.606934, -1.277464, -0.739345], [4.652659, -4.663815, 0.840721], [4.032713, -6.037647, -0.107454], [5.237160, -4.944631, -0.815709], [1.035190, -7.552408, -2.102941], [1.247293, -6.696263, -0.571449], [2.273019, -6.298568, -1.988462], [-4.536905, 2.910583, 3.194920], [-4.636108, 4.324393, 2.133832], [1.328641, 3.722556, -0.964550], [-2.296024, 3.595176, 2.874743], [-2.497261, 2.157194, 1.862196], [-0.844297, 2.348614, -0.648546], [-0.291964, 2.017794, 0.990794], [-2.714093, 5.056075, 0.881623], [-2.800104, 3.623691, -0.145095], [-0.357254, 4.429522, 1.533777], [-0.590390, 4.836842, -0.168783], [-0.113728, -1.695157, -0.913264], [1.344995, -1.978607, -1.832585], [0.135935, -3.703929, 0.321299]], "atomic_forces_ev_per_a": [[-0.450, 0.284, -0.144], [-1.305, 0.178, 0.744], [0.291, 0.625, 0.439], [0.475, -0.108, 0.339], [0.451, -0.598, 0.593], [-0.137, 0.135, -0.816], [0.893, 0.542, -1.324], [0.520, 0.046, -1.444], [-0.471, 1.037, 0.738], [-0.676, 1.104, 0.954], [-1.820, 0.742, -0.845], [-0.136, 1.212, -1.125], [1.402, 0.349, -0.564], [1.806, -0.797, -1.308], [-0.608, 0.498, -0.568], [0.378, -0.334, -0.587], [-0.884, -0.552, -0.082], [-0.333, 0.042, -0.341], [0.589, -0.279, -0.878], [0.770, -1.036, 0.198], [-1.500, -0.182, 0.370], [-0.527, 0.876, 1.283], [-0.140, -0.084, -0.129], [-0.011, 0.352, -0.081], [1.115, 0.144, 0.982], [-1.896, -0.107, 1.516], [-0.406, 0.332, -0.580], [0.185, 0.707, 0.162], [0.293, -0.121, 0.265], [-0.289, -0.177, -0.150], [0.332, 0.094, -0.658], [0.551, -0.021, 0.497], [0.460, -1.247, 2.977], [2.144, -2.502, -0.268], [-0.052, -0.031, 0.057], [-0.429, -0.610, -0.228], [-0.435, 0.599, 0.229], [-0.576, -0.405, -0.385], [0.184, 0.473, -0.471], [0.432, 0.202, 0.249], [-0.342, -0.254, 0.091], [0.178, -0.204, -0.222], [-0.063, 0.160, 0.120], [-0.116, -0.024, -0.116], [-0.059, -0.033, 0.180], [0.044, -0.098, 0.125], [0.065, -0.100, 0.175], [-0.165, 0.062, 0.108], [-0.071, 0.233, 0.059], [0.078, -0.095, -0.097], [0.058, -0.146, 0.115], [-0.203, -0.049, -0.237], [-0.027, -0.151, -0.129], [0.216, -0.198, -0.029], [-0.098, -0.047, 0.021], [-0.061, 0.004, 0.078], [0.180, -0.031, -0.026], [0.056, -0.037, -0.088], [-0.023, -0.108, -0.018], [0.035, 0.079, 0.053], [-0.023, 0.008, -0.081], [0.081, -0.040, 0.040], [0.087, -0.186, 0.041], [-0.022, 0.036, 0.061], [0.007, -0.161, 0.162]]}


Entry 4:
{"formula": "C23H18AlCl5N2SeTe", "method": "wB97M-V/def2-TZVPD", "molar_mass_g_mol": 733.218, "fmax_ev_per_a": 0.9, "de_lowest_kcal_mol": 17.9, "charge": 2, "lumo_ev": -6.97, "gap_ev": 7.22, "homo_energy_ev": -14.186, "species": ["Al", "Cl", "C", "C", "C", "Cl", "C", "Cl", "C", "Cl", "C", "Cl", "Te", "C", "C", "C", "C", "C", "C", "C", "C", "C", "C", "C", "C", "H", "H", "H", "H", "H", "H", "H", "H", "H", "H", "C", "N", "C", "C", "N", "C", "C", "Se", "H", "H", "H", "H", "H", "H", "H", "H"], "coordinates": [[0.193047, -0.187571, -0.503684], [-0.841584, 0.654479, 3.086896], [-1.677637, -0.441603, 2.046488], [-1.221412, -0.691607, 0.756633], [-1.958775, -1.617037, 0.038720], [-1.261311, -1.925894, -1.562373], [-3.092404, -2.272786, 0.450838], [-3.891442, -3.377743, -0.572338], [-3.536677, -1.980043, 1.739665], [-4.938332, -2.739645, 2.327355], [-2.827102, -1.074255, 2.537126], [-3.376387, -0.748290, 4.118354], [0.320354, 0.858226, -3.007043], [0.617829, -0.966172, -3.994068], [0.104027, -1.076766, -5.280947], [0.320145, -2.252716, -5.988752], [1.027176, -3.297116, -5.411140], [1.534688, -3.180081, -4.122038], [1.333734, -2.009792, -3.407117], [2.252494, 1.597297, -3.350902], [3.385510, 0.843489, -3.063950], [4.614285, 1.281607, -3.538800], [4.703469, 2.464163, -4.269596], [3.566812, 3.218452, -4.524741], [2.327135, 2.781408, -4.071798], [-0.458816, -0.270772, -5.735097], [-0.067270, -2.346770, -6.995411], [1.183302, -4.212865, -5.966379], [2.087635, -3.997670, -3.674857], [1.752569, -1.930817, -2.415640], [3.326508, -0.084192, -2.512036], [5.500159, 0.678837, -3.366383], [5.662102, 2.789658, -4.653756], [3.633278, 4.133419, -5.102899], [1.434891, 3.347381, -4.316785], [0.945724, 3.940057, -0.188769], [2.331970, 3.447864, -0.271094], [3.410436, 4.227297, -0.653266], [4.514231, 3.470242, -0.504290], [4.097857, 2.238783, -0.033067], [5.015245, 1.123968, 0.277600], [2.766485, 2.232801, 0.084817], [1.749400, 0.896262, 0.940312], [0.856019, 4.815492, -0.825232], [0.701291, 4.205025, 0.835827], [0.257308, 3.175457, -0.527446], [3.295727, 5.248844, -0.980338], [5.554542, 3.700167, -0.673772], [5.700271, 0.991452, -0.553664], [4.440457, 0.218949, 0.429837], [5.571340, 1.356326, 1.181648]], "atomic_forces_ev_per_a": [[-0.154, 0.751, 0.501], [-0.043, -0.081, -0.146], [-0.048, 0.167, 0.219], [0.071, -0.183, -0.265], [0.147, -0.006, -0.290], [-0.014, -0.256, -0.002], [-0.012, -0.081, -0.162], [-0.073, -0.055, 0.006], [-0.095, -0.016, 0.097], [-0.020, -0.014, 0.027], [0.082, 0.092, 0.061], [-0.022, 0.001, 0.031], [-0.121, -0.153, 0.193], [-0.038, -0.129, -0.042], [0.002, -0.084, 0.047], [0.002, -0.004, -0.035], [-0.004, -0.035, -0.019], [-0.011, 0.022, -0.016], [-0.045, -0.001, -0.313], [0.026, 0.010, 0.141], [0.121, 0.172, -0.099], [0.014, -0.001, 0.007], [-0.021, -0.011, 0.030], [0.049, 0.040, -0.016], [0.067, 0.087, -0.048], [0.019, -0.004, 0.014], [0.005, -0.012, 0.049], [0.001, 0.028, 0.004], [-0.038, 0.051, -0.032], [0.058, 0.070, 0.220], [-0.048, -0.071, 0.005], [-0.058, 0.081, 0.002], [-0.027, -0.018, 0.016], [0.010, -0.082, 0.048], [0.040, -0.024, 0.021], [0.354, -0.030, -0.031], [-0.338, 0.414, -0.204], [-0.380, 0.002, 0.058], [0.118, -0.333, 0.138], [0.551, -0.261, -0.143], [-0.196, 0.364, -0.052], [0.203, 0.051, -0.049], [0.034, -0.179, 0.010], [0.026, -0.002, -0.003], [0.024, 0.006, 0.074], [-0.046, -0.100, -0.059], [-0.026, -0.115, 0.033], [-0.104, -0.064, 0.005], [0.020, 0.021, -0.060], [-0.073, -0.043, -0.001], [0.010, 0.020, 0.032]]}